Model A:
A cluster of 2 separate species, CH4N2OS in total. Source: OMol25; level of theory: ωB97M-V with the def2-TZVPD basis set.

Output
- Kohn-Sham gap (spin up / spin down): 8.457 / 8.456 eV
- Highest occupied orbital energy (spin up / spin down): -0.337 / -0.337 hartree

ORCA input file:
```
! wB97M-V def2-TZVPD RIJCOSX def2/J DEFGRID3
* xyz 0 1
C 2.30 -0.77 -0.56
N -1.03 -0.79 0.15
N -0.41 0.15 -0.59
O -0.56 1.37 0.18
S 3.17 0.09 0.35
H -1.47 1.54 -0.17
H -0.70 -0.82 1.17
H -2.03 -0.61 0.16
H 0.72 -0.15 -0.70
*
```


Model B:
A structure of composition CH4N2OS. Source: OMol25; level of theory: ωB97M-V with the def2-TZVPD basis set.

Output
- Kohn-Sham gap (spin up / spin down): 6.639 / 6.637 eV
- Highest occupied orbital energy (spin up / spin down): -0.259 / -0.259 hartree

ORCA input file:
```
! wB97M-V def2-TZVPD RIJCOSX def2/J DEFGRID3
* xyz 0 1
C 0.41 0.15 0.84
N -0.86 0.45 0.79
N -0.49 -1.29 -2.51
O -1.53 0.51 -0.32
S -1.57 -1.33 -1.44
H 0.92 0.04 -0.18
H 0.75 -0.06 1.78
H -1.40 0.55 1.62
H -0.60 -0.46 -3.06
*
```


Which of them is the least stable? Correct choice: model A.


Model A:
A cluster of 2 separate species, CH4N2OS in total. Source: OMol25; level of theory: ωB97M-V with the def2-TZVPD basis set.

Output
- Kohn-Sham gap: 9.804 eV
- Highest occupied orbital energy: -0.344 hartree

ORCA input file:
```
! wB97M-V def2-TZVPD RIJCOSX def2/J DEFGRID3
* xyz 0 1
C -1.75 -0.24 0.35
N -1.97 0.44 -0.61
N 0.75 -0.15 -0.75
O -1.54 -0.91 1.25
S 1.77 -0.07 0.35
H 1.93 1.30 0.33
H -1.33 0.71 -1.31
H 0.94 -0.97 -1.29
H 1.20 -0.11 1.68
*
```


Model B:
A structure of composition CH4N2OS. Source: OMol25; level of theory: ωB97M-V with the def2-TZVPD basis set.

Output
- Kohn-Sham gap (spin up / spin down): 7.788 / 8.188 eV
- Highest occupied orbital energy (spin up / spin down): -0.294 / -0.311 hartree

ORCA input file:
```
! wB97M-V def2-TZVPD RIJCOSX def2/J DEFGRID3
* xyz 0 1
C -0.29 -1.64 0.29
N 0.89 -1.36 -0.08
N -0.33 1.86 -0.21
O 0.85 1.63 0.33
S 1.90 -0.18 -0.15
H -0.96 -0.92 0.74
H -0.65 -2.65 0.16
H -0.33 2.00 -1.22
H -1.08 1.27 0.14
*
```


Which of them is the least stable? Correct choice: model B.


Model A:
An isolated molecule of CH4N2OS. Source: OMol25; level of theory: ωB97M-V with the def2-TZVPD basis set.

Output
- Kohn-Sham gap: 9.588 eV
- SMILES string: O/N=C\NS
- Highest occupied orbital energy: -0.327 hartree

ORCA input file:
```
! wB97M-V def2-TZVPD RIJCOSX def2/J DEFGRID3
* xyz 0 1
C 0.05 -0.75 0.67
H 0.57 1.09 -2.07
H 1.07 -1.46 -0.91
H 0.18 -1.70 1.15
H -0.87 1.89 1.56
N 0.62 -0.61 -0.56
N -0.65 0.12 1.33
O -0.70 1.38 0.75
S -0.25 0.04 -1.93
*
```


Model B:
An isolated molecule of CH4N2OS. Source: OMol25; level of theory: ωB97M-V with the def2-TZVPD basis set.

Output
- Kohn-Sham gap: 9.371 eV
- SMILES string: NNOC=S
- Highest occupied orbital energy: -0.342 hartree

ORCA input file:
```
! wB97M-V def2-TZVPD RIJCOSX def2/J DEFGRID3
* xyz 0 1
C -0.63 1.01 -1.20
N 0.62 -0.82 1.54
N -0.10 -0.85 0.26
O 0.38 0.07 -0.70
S -0.43 2.02 -2.38
H -1.50 1.08 -0.47
H 1.53 -0.57 1.17
H 0.08 -0.16 2.02
H 0.06 -1.77 -0.24
*
```


Model C:
A structure of composition CH4N2OS. Source: OMol25; level of theory: ωB97M-V with the def2-TZVPD basis set.

Output
- Kohn-Sham gap: 8.856 eV
- Highest occupied orbital energy: -0.306 hartree

ORCA input file:
```
! wB97M-V def2-TZVPD RIJCOSX def2/J DEFGRID3
* xyz 0 1
C 1.36 0.37 0.19
N 1.00 1.44 -0.48
N 0.00 -0.31 1.46
O 2.38 -0.21 0.17
S -1.41 -0.72 0.87
H -0.01 1.75 -0.54
H 1.73 1.97 -0.84
H 0.69 -0.87 1.79
H -1.25 -1.65 -0.01
*
```


Which of them is the least stable? Correct choice: model B.


Model A:
An isolated molecule of CH4N2OS. Source: OMol25; level of theory: ωB97M-V with the def2-TZVPD basis set.

Output
- Kohn-Sham gap: 9.058 eV
- SMILES string: ON/C=N\S
- Highest occupied orbital energy: -0.304 hartree

ORCA input file:
```
! wB97M-V def2-TZVPD RIJCOSX def2/J DEFGRID3
* xyz 0 1
C -0.68 1.11 -0.02
H -1.14 -1.65 0.65
H -2.50 0.18 -0.29
H -1.18 2.06 -0.06
H 2.53 0.16 -0.29
N -1.64 0.08 0.21
N 0.59 1.06 -0.07
O -1.09 -1.16 -0.23
S 1.40 -0.38 0.06
*
```


Model B:
A cluster of 2 separate species, CH4N2OS in total. Source: OMol25; level of theory: ωB97M-V with the def2-TZVPD basis set.

Output
- Kohn-Sham gap: 7.335 eV
- Highest occupied orbital energy: -0.345 hartree

ORCA input file:
```
! wB97M-V def2-TZVPD RIJCOSX def2/J DEFGRID3
* xyz 0 1
C -2.16 0.38 0.28
N -1.28 0.60 -0.57
N 4.65 -0.68 0.57
O 3.93 -0.15 -0.41
S 2.57 0.59 -0.03
H -2.88 1.17 0.42
H -2.34 -0.32 1.10
H 5.36 -1.17 0.03
H -0.58 -0.30 -0.71
*
```


Which of them is the least stable? Correct choice: model B.